(1)
{"formula": "C3H8N2O", "method": "ωB97M-V/def2-TZVPD", "lumo_ev": 0.93, "orbital_gap_ev": 9.711, "total_energy_ev": -8265.7403, "homo_ev": -8.8, "relative_energy_kcal_mol": 82.69, "total_charge": 0, "symbols": ["O", "N", "N", "C", "C", "C", "H", "H", "H", "H", "H", "H", "H", "H"], "xyz": [[2.1326, -0.2089, 0.2078], [-0.9742, 1.6403, 0.0277], [-0.1110, -1.9054, 0.2793], [-0.1640, 0.5144, 0.4460], [-0.5719, -0.7445, -0.2728], [1.2013, 0.4662, -0.2981], [-1.8963, 1.6144, 0.4479], [0.8530, -1.8013, 0.6202], [-0.5292, 2.5138, 0.2848], [-0.0287, 0.3608, 1.5236], [-1.5265, -0.7633, -0.7888], [-0.2300, -2.7337, -0.2887], [0.4686, -0.3181, -1.2715], [1.3764, 1.3652, -0.9175]], "atomic_forces_ev_per_a": [[-0.77, 0.29, -0.76], [0.16, -0.12, 0.00], [0.18, -0.38, 0.16], [0.27, -0.07, -0.10], [1.35, 0.75, -0.78], [0.43, 0.43, 2.15], [0.08, 0.04, 0.00], [-0.24, -0.01, 0.00], [-0.09, -0.03, 0.03], [-0.03, 0.07, -0.05], [0.15, -0.02, -0.20], [0.01, 0.11, 0.04], [-1.41, -0.65, -0.04], [-0.08, -0.42, -0.45]], "nbo_charge": [-0.67, -0.84, -0.79, -0.18, 0.04, 0.23, 0.37, 0.42, 0.37, 0.19, 0.23, 0.38, 0.10, 0.18]}


(2)
{"formula": "C3H8N2O", "method": "ωB97M-V/def2-TZVPD", "lumo_ev": 0.86, "orbital_gap_ev": 9.658, "total_energy_ev": -8267.0918, "homo_ev": -8.8, "relative_energy_kcal_mol": 51.52, "total_charge": 0, "symbols": ["O", "N", "N", "C", "C", "C", "H", "H", "H", "H", "H", "H", "H", "H"], "xyz": [[-0.5189, -1.7709, -0.6080], [-0.7949, 0.4356, 0.0867], [1.2735, -0.7444, -0.2273], [-2.2402, 0.3612, 0.1619], [-0.0371, -0.6330, -0.2234], [2.2231, 0.2993, 0.0567], [-2.6875, 1.2651, -0.2623], [-0.3252, 1.2355, 0.4807], [3.2307, -0.1178, -0.0002], [-2.5922, 0.2370, 1.1931], [2.1637, 1.1298, -0.6638], [0.7633, -1.9108, -0.6403], [2.1014, 0.7150, 1.0700], [-2.5597, -0.5016, -0.4239]], "atomic_forces_ev_per_a": [[-0.01, -0.02, 0.00], [0.19, -0.06, 0.02], [-0.15, 0.08, 0.02], [-0.18, -0.03, -0.02], [0.12, 0.20, 0.06], [0.10, 0.11, 0.04], [0.07, -0.13, 0.06], [-0.03, -0.11, -0.06], [-0.13, 0.08, 0.01], [0.05, 0.01, -0.15], [0.01, -0.12, 0.09], [-0.05, -0.06, -0.02], [0.00, -0.08, -0.14], [0.00, 0.13, 0.10]], "nbo_charge": [-0.71, -0.61, -0.68, -0.41, 0.73, -0.42, 0.20, 0.40, 0.22, 0.19, 0.18, 0.50, 0.18, 0.24]}


(3)
{"formula": "C3H8N2O", "method": "ωB97M-V/def2-TZVPD", "lumo_ev": 0.88, "orbital_gap_ev": 9.149, "total_energy_ev": -8266.1647, "homo_ev": -8.3, "relative_energy_kcal_mol": 72.90, "total_charge": 0, "symbols": ["O", "N", "N", "C", "C", "C", "H", "H", "H", "H", "H", "H", "H", "H"], "xyz": [[2.1698, -2.2434, 0.4242], [-0.1860, 3.4921, -0.7386], [-2.0732, 2.1368, -0.2093], [-0.8830, 2.3661, -0.6054], [0.8477, -2.2411, 0.1463], [0.0063, -3.0498, 0.7643], [0.6697, -1.4756, -0.5881], [-2.0812, 1.5155, 0.5890], [0.7223, 3.5977, -1.1508], [-0.2962, 1.4945, -0.9313], [0.3829, -3.7016, 1.5453], [-1.0020, -3.2044, 0.4420], [2.4200, -3.0424, 0.8893], [-0.6972, 4.3556, -0.5769]], "atomic_forces_ev_per_a": [[0.88, 0.54, -0.16], [-1.23, 1.92, -0.22], [-0.10, 2.61, 1.03], [0.83, -2.72, -0.21], [0.39, -0.20, 0.41], [-0.18, -0.34, -0.23], [-0.58, -0.06, -0.25], [-0.40, -1.09, -0.83], [-0.05, -0.54, -0.26], [0.77, -0.03, 0.37], [-0.03, -0.06, -0.06], [-0.42, 0.31, 0.04], [-0.07, -0.17, 0.24], [0.18, -0.15, 0.10]], "nbo_charge": [-0.68, -0.78, -0.85, 0.36, 0.16, -0.54, 0.18, 0.38, 0.40, 0.10, 0.19, 0.22, 0.48, 0.39]}


(4)
{"formula": "C3H8N2O", "method": "ωB97M-V/def2-TZVPD", "lumo_ev": 0.95, "orbital_gap_ev": 10.262, "total_energy_ev": -8265.5914, "homo_ev": -9.3, "relative_energy_kcal_mol": 86.12, "total_charge": 0, "symbols": ["O", "N", "N", "C", "C", "C", "H", "H", "H", "H", "H", "H", "H", "H"], "xyz": [[-0.8905, 0.9445, -1.2453], [-1.6188, -1.8434, 0.0354], [-0.3722, -1.1890, -0.3211], [1.1426, 0.4717, -0.0317], [1.8202, 1.3440, 0.7121], [-0.3558, 0.2527, -0.0980], [1.6155, -0.1087, -0.7318], [-0.8336, 0.6075, 0.7825], [2.8731, 1.3745, 1.0445], [0.3192, -1.5786, 0.3834], [-0.5317, 0.6642, -2.1642], [-2.3554, -1.4299, -0.5589], [-2.0109, -1.7043, 1.0036], [1.1984, 2.1948, 1.1896]], "atomic_forces_ev_per_a": [[-0.20, -0.38, -1.13], [-1.39, 0.29, -0.17], [-0.58, -0.88, 2.68], [-0.23, 2.08, 1.43], [-1.60, 1.71, 1.58], [2.40, 0.15, -2.90], [1.49, -1.92, -1.23], [-0.90, 0.36, 0.55], [-0.48, -0.16, -1.17], [-0.94, 0.35, -1.39], [-0.45, 0.15, 2.80], [0.70, -0.42, 0.12], [1.22, 0.30, -0.90], [0.95, -1.65, -0.27]], "nbo_charge": [-0.74, -0.68, -0.45, -0.22, -0.38, 0.19, 0.19, 0.17, 0.21, 0.36, 0.49, 0.35, 0.33, 0.19]}


(5)
{"formula": "C3H8N2O", "method": "ωB97M-V/def2-TZVPD", "lumo_ev": 0.84, "orbital_gap_ev": 10.229, "total_energy_ev": -8268.4866, "homo_ev": -9.4, "relative_energy_kcal_mol": 19.36, "total_charge": 0, "symbols": ["O", "N", "N", "C", "C", "C", "H", "H", "H", "H", "H", "H", "H", "H"], "xyz": [[0.7167, 1.1067, -0.0584], [1.9878, -1.3532, -0.3838], [-1.2971, 0.0999, 0.2436], [0.5858, -1.2216, -0.6017], [0.0132, 0.1177, -0.1074], [-1.8940, 1.1876, 1.0147], [2.5014, -1.3874, -1.2558], [-1.5907, 1.0587, 2.0509], [0.3320, -1.2113, -1.6691], [2.4116, -0.5584, 0.0844], [-2.9742, 1.1016, 0.8877], [-1.9222, -0.5680, -0.1689], [-1.5650, 2.1364, 0.5982], [-0.0023, -2.0317, -0.1770]], "atomic_forces_ev_per_a": [[-0.02, 0.13, 0.59], [1.27, -0.14, -0.21], [-0.20, 0.31, 0.15], [-1.11, 0.81, -0.50], [0.35, -0.46, -0.43], [0.05, -0.42, -0.87], [-0.18, -0.24, -0.01], [-0.19, 0.37, 0.12], [0.16, -0.17, -0.09], [-0.55, 0.09, 0.22], [0.08, 0.13, 0.32], [0.23, -0.35, 0.17], [0.03, 0.15, 0.28], [0.09, -0.20, 0.27]], "nbo_charge": [-0.62, -0.83, -0.63, -0.31, 0.67, -0.41, 0.36, 0.20, 0.20, 0.38, 0.20, 0.39, 0.22, 0.18]}


(6)
{"formula": "C3H8N2O2", "method": "ωB97M-V/def2-TZVPD", "lumo_ev": 7.05, "orbital_gap_ev": 4.165, "total_energy_ev": -10306.8601, "homo_ev": 2.9, "relative_energy_kcal_mol": 83.53, "total_charge": -2, "symbols": ["O", "O", "N", "N", "C", "C", "C", "H", "H", "H", "H", "H", "H", "H", "H"], "xyz": [[-1.3303, -1.9546, 0.0084], [-3.0166, 1.3751, 0.1802], [-1.4681, -0.5868, 0.4485], [-2.7968, -0.0305, -0.0691], [0.4192, -0.4507, -1.1420], [0.5495, 0.1513, 1.4608], [-0.2598, 0.1327, 0.1841], [0.1958, -0.8520, 1.8986], [1.6274, 0.2621, 1.3454], [-0.6623, 1.1451, -0.1668], [0.1647, 0.1099, -2.0243], [0.1859, -1.5208, -1.0966], [0.2952, 1.0228, 2.0429], [-2.8079, -0.1659, -1.0643], [1.4810, -0.4673, -1.1570]], "atomic_forces_ev_per_a": [[-0.62, 1.12, 0.70], [0.82, -1.08, -0.36], [-1.73, -1.70, 0.47], [0.13, 0.36, 1.53], [0.24, -0.08, 1.65], [-0.32, -1.40, 0.05], [-0.62, 1.79, -3.75], [1.00, 1.54, 0.09], [0.41, -0.51, -0.32], [0.68, -0.71, 1.07], [-0.72, -0.06, -0.49], [-0.81, 0.19, -0.62], [-0.67, 0.02, 0.60], [0.60, 0.00, -1.06], [1.61, 0.52, 0.45]], "nbo_charge": [-0.89, -0.90, -0.12, -0.26, -0.69, -0.64, -0.11, 0.24, 0.15, 0.21, 0.17, 0.27, 0.19, 0.24, 0.15]}


(7)
{"formula": "C3H8N2O2", "method": "ωB97M-V/def2-TZVPD", "lumo_ev": 0.87, "orbital_gap_ev": 10.693, "total_energy_ev": -10316.7224, "homo_ev": -9.8, "relative_energy_kcal_mol": 5.30, "total_charge": 0, "symbols": ["O", "O", "N", "N", "C", "C", "C", "H", "H", "H", "H", "H", "H", "H", "H"], "xyz": [[2.0718, -0.6464, -0.9752], [-1.9333, 0.4778, 1.7013], [2.1382, 1.5639, -1.4006], [-1.5703, -1.6988, 1.0919], [-0.0224, 0.5514, -1.0273], [-2.1559, -0.6969, 1.8197], [1.4752, 0.3949, -1.1474], [-0.6112, -1.5285, 0.8014], [-0.2570, 0.8302, -0.0013], [-2.8914, -1.0509, 2.5596], [-0.4355, 1.3013, -1.6981], [-1.7990, -2.6366, 1.3734], [1.6798, 2.4526, -1.5004], [3.1400, 1.5148, -1.4781], [-0.4978, -0.3938, -1.2781]], "atomic_forces_ev_per_a": [[-0.09, -0.31, -0.02], [0.38, 0.47, -0.08], [0.17, -0.19, -0.08], [0.26, 0.29, 0.39], [0.08, -0.29, -0.22], [-0.25, -0.44, 0.14], [-0.10, 0.84, 0.01], [-0.35, -0.13, -0.24], [-0.17, -0.03, 0.02], [-0.20, -0.18, -0.16], [0.13, 0.18, 0.01], [0.18, -0.07, 0.02], [-0.03, -0.17, -0.01], [-0.01, 0.09, 0.05], [0.00, -0.05, 0.17]], "nbo_charge": [-0.63, -0.59, -0.83, -0.83, -0.73, 0.53, 0.68, 0.41, 0.26, 0.10, 0.22, 0.39, 0.39, 0.40, 0.23]}


(8)
{"formula": "C3H8N2O2", "method": "ωB97M-V/def2-TZVPD", "lumo_ev": 0.89, "orbital_gap_ev": 9.404, "total_energy_ev": -10311.2294, "homo_ev": -8.5, "relative_energy_kcal_mol": 131.97, "total_charge": 0, "symbols": ["O", "O", "N", "N", "C", "C", "C", "H", "H", "H", "H", "H", "H", "H", "H"], "xyz": [[0.7956, 2.1565, 0.4448], [-1.1100, -0.9756, -0.4095], [-0.0065, 1.0783, 0.9913], [0.6562, -0.0632, 0.6333], [0.1037, -0.9909, -0.1785], [-1.7158, 1.1080, 0.0658], [1.0297, -2.0289, -0.7475], [0.7943, 2.8126, 1.1539], [0.5834, -3.0225, -0.6752], [1.6594, -0.0682, 0.7845], [-2.2606, 1.0007, 0.9925], [-2.2444, 0.7498, -0.8109], [1.9861, -2.0729, -0.2206], [-1.4818, 2.1289, -0.2204], [1.2107, -1.8126, -1.8035]], "atomic_forces_ev_per_a": [[-0.26, -0.48, -0.13], [1.62, -1.00, 0.05], [-2.07, 0.31, -0.86], [0.97, -0.45, -0.37], [-1.29, -0.38, -0.22], [1.12, 2.35, 0.80], [0.21, -0.30, 0.14], [-0.13, -0.19, -0.02], [-0.12, 0.19, -0.05], [-0.30, 0.15, -0.07], [-0.16, 0.08, -0.13], [0.58, -0.94, 0.16], [-0.02, 0.16, -0.09], [-0.11, 0.48, 0.67], [-0.04, 0.03, 0.12]], "nbo_charge": [-0.62, -0.60, -0.03, -0.48, 0.65, -0.36, -0.70, 0.47, 0.24, 0.39, 0.20, 0.20, 0.21, 0.17, 0.24]}


Copy entry 8 word for word.
{"formula": "C3H8N2O2", "method": "ωB97M-V/def2-TZVPD", "lumo_ev": 0.89, "orbital_gap_ev": 9.404, "total_energy_ev": -10311.2294, "homo_ev": -8.5, "relative_energy_kcal_mol": 131.97, "total_charge": 0, "symbols": ["O", "O", "N", "N", "C", "C", "C", "H", "H", "H", "H", "H", "H", "H", "H"], "xyz": [[0.7956, 2.1565, 0.4448], [-1.1100, -0.9756, -0.4095], [-0.0065, 1.0783, 0.9913], [0.6562, -0.0632, 0.6333], [0.1037, -0.9909, -0.1785], [-1.7158, 1.1080, 0.0658], [1.0297, -2.0289, -0.7475], [0.7943, 2.8126, 1.1539], [0.5834, -3.0225, -0.6752], [1.6594, -0.0682, 0.7845], [-2.2606, 1.0007, 0.9925], [-2.2444, 0.7498, -0.8109], [1.9861, -2.0729, -0.2206], [-1.4818, 2.1289, -0.2204], [1.2107, -1.8126, -1.8035]], "atomic_forces_ev_per_a": [[-0.26, -0.48, -0.13], [1.62, -1.00, 0.05], [-2.07, 0.31, -0.86], [0.97, -0.45, -0.37], [-1.29, -0.38, -0.22], [1.12, 2.35, 0.80], [0.21, -0.30, 0.14], [-0.13, -0.19, -0.02], [-0.12, 0.19, -0.05], [-0.30, 0.15, -0.07], [-0.16, 0.08, -0.13], [0.58, -0.94, 0.16], [-0.02, 0.16, -0.09], [-0.11, 0.48, 0.67], [-0.04, 0.03, 0.12]], "nbo_charge": [-0.62, -0.60, -0.03, -0.48, 0.65, -0.36, -0.70, 0.47, 0.24, 0.39, 0.20, 0.20, 0.21, 0.17, 0.24]}